[1]
ORCA calculation (the ωB97M-V functional and the def2-TZVPD basis) on a molecular structure, C2H15F3HfO6 in a non-equilibrium geometry.

Summary:
HOMO level: -8.1795 eV
relative energy (zero: lowest compared OMol25 entry of this formula, charge and spin): 39.4 kcal/mol
orbital gap: 7.832 eV
largest force on an atom: 3.5 eV/A

CARTESIAN COORDINATES (ANGSTROEM)
Hf1 -0.314 0.621 -0.912
F1 1.015 2.229 0.106
F2 -2.478 1.800 -0.804
F3 -1.477 0.116 -2.834
C1 0.824 -1.004 3.225
C2 1.192 -1.458 1.830
O1 0.856 -0.637 0.777
H1 -0.197 -0.619 3.300
H2 1.364 -0.089 3.486
H3 1.058 -1.781 3.952
H4 0.753 -2.448 1.622
H5 2.281 -1.606 1.888
O2 1.608 0.725 -2.178
H6 2.248 1.443 -2.242
H7 1.992 -0.006 -2.675
O3 0.383 -1.638 -1.698
H8 0.953 -2.292 -1.276
H9 0.148 -2.013 -2.557
O4 -2.083 -1.009 -0.208
H10 -2.905 -1.126 -0.699
H11 -2.061 -1.727 0.433
O5 -1.263 1.193 1.386
H12 -0.790 1.773 1.994
H13 -2.008 0.851 1.887
O6 -0.349 2.603 -2.351
H14 -1.137 2.975 -2.765
H15 0.386 3.123 -2.689


[2]
ORCA calculation (the ωB97M-V functional and the def2-TZVPD basis) on a molecular structure, C2H15Li3N4O6 in a non-equilibrium geometry.

Summary:
net charge: +3
2S+1: 2
HOMO level (alpha / beta): -20.0455 / -20.0195 eV
orbital gap (alpha / beta): 9.872 / 3.621 eV
largest force on an atom: 7.6 eV/A

CARTESIAN COORDINATES (ANGSTROEM)
Li1 -1.192 -2.287 2.315
Li2 -2.542 0.977 1.276
Li3 0.041 0.701 2.295
O1 -1.196 -0.628 1.249
H1 -0.289 -0.572 0.891
O2 -1.752 -1.666 -1.158
H2 -2.103 -0.989 -1.736
H3 -1.641 -1.228 -0.315
O3 0.865 -2.734 2.151
H4 1.187 -3.632 2.072
H5 1.283 -2.265 1.428
O4 -2.433 -3.315 1.144
H6 -3.099 -3.974 1.338
H7 -2.713 -2.928 0.314
C1 2.556 0.919 0.439
O5 1.830 0.386 1.208
N1 2.776 2.173 0.527
N2 3.159 0.289 -0.542
H8 3.471 2.521 -0.118
H9 2.397 2.777 1.242
H10 3.879 0.816 -1.014
H11 3.099 -0.707 -0.704
C2 -1.240 1.946 -1.356
O6 -1.985 1.885 -0.384
N3 -0.486 1.000 -1.670
N4 -1.238 2.822 -2.307
H12 -0.628 0.178 -1.100
H13 0.269 1.088 -2.336
H14 -1.758 3.671 -2.135
H15 -0.518 2.774 -3.014


[3]
ORCA calculation (the ωB97M-V functional and the def2-TZVPD basis) on 4 unconnected molecules or ions with the total composition C2H15N2O3 in a non-equilibrium geometry.

Summary:
net charge: +1
HOMO level: -12.6415 eV
relative energy (zero: lowest compared OMol25 entry of this formula, charge and spin): 28.2 kcal/mol
orbital gap: 9.516 eV
largest force on an atom: 2.2 eV/A

CARTESIAN COORDINATES (ANGSTROEM)
N1 -0.798 0.532 0.226
C1 -0.048 1.243 -0.858
C2 1.438 0.875 -0.879
N2 1.613 -0.539 -0.863
H1 -0.242 0.447 1.098
H2 -1.649 1.003 0.518
H3 -1.045 -0.411 -0.085
H4 -0.567 1.359 -1.810
H5 -0.126 2.308 -0.647
H6 1.878 1.337 -1.773
H7 1.930 1.502 -0.116
H8 2.357 -1.000 -1.339
H9 1.203 -1.041 -0.100
H10 -0.223 -2.238 -3.143
H11 0.197 -0.894 -2.415
O1 0.112 -1.845 -2.331
H12 0.480 0.450 3.715
H13 0.448 1.752 2.965
O2 0.098 0.851 2.923
H14 -2.580 -2.225 0.956
H15 -2.508 -1.585 2.352
O3 -1.968 -1.881 1.608